# 1
{
  "formula": "C22H42BCl2N4",
  "method": "wB97M-V/def2-TZVPD",
  "elements": ["C", "C", "C", "Cl", "B", "C", "C", "C", "Cl", "H", "H", "H", "H", "H", "H", "H", "H", "H", "H", "H", "H", "H", "H", "C", "C", "C", "C", "N", "H", "H", "H", "H", "H", "H", "H", "C", "C", "C", "C", "N", "H", "H", "H", "H", "H", "H", "H", "C", "C", "C", "C", "N", "H", "H", "H", "H", "H", "H", "H", "C", "C", "C", "C", "N", "H", "H", "H", "H", "H", "H", "H"],
  "coordinates": [[5.108, -6.848, 1.664], [3.934, -6.132, 0.985], [2.820, -5.545, 1.877], [2.887, -6.173, 3.597], [1.352, -5.757, 1.154], [0.069, -5.317, 2.081], [-1.276, -5.837, 1.520], [-1.689, -7.202, 2.055], [-1.242, -8.590, 0.993], [4.787, -7.594, 2.386], [5.797, -6.132, 2.115], [5.680, -7.378, 0.893], [3.498, -6.791, 0.234], [4.367, -5.287, 0.439], [2.974, -4.465, 1.948], [1.241, -6.888, 0.700], [1.376, -4.974, 0.200], [0.016, -4.221, 2.125], [0.148, -5.662, 3.120], [-2.073, -5.137, 1.800], [-1.203, -5.867, 0.431], [-2.772, -7.279, 2.151], [-1.258, -7.398, 3.035], [4.197, -1.979, -0.681], [3.382, -1.046, -1.569], [1.936, -0.907, -1.091], [1.212, -2.175, -1.159], [0.671, -3.189, -1.171], [3.787, -2.991, -0.688], [5.230, -2.033, -1.027], [4.205, -1.622, 0.351], [3.396, -1.409, -2.600], [3.841, -0.054, -1.573], [1.408, -0.172, -1.704], [1.924, -0.538, -0.064], [2.882, 4.649, -1.201], [2.007, 3.462, -1.588], [1.430, 2.730, -0.375], [2.473, 2.118, 0.448], [3.295, 1.632, 1.085], [3.752, 4.329, -0.625], [3.245, 5.165, -2.091], [2.320, 5.366, -0.600], [2.583, 2.765, -2.201], [1.172, 3.811, -2.198], [0.747, 1.946, -0.704], [0.845, 3.413, 0.233], [-1.680, 7.201, -2.862], [-2.532, 6.010, -3.284], [-3.110, 5.238, -2.094], [-2.070, 4.633, -1.267], [-1.251, 4.161, -0.615], [-0.810, 6.882, -2.285], [-1.317, 7.741, -3.736], [-2.256, 7.898, -2.251], [-1.941, 5.336, -3.906], [-3.366, 6.358, -3.896], [-3.775, 4.449, -2.447], [-3.716, 5.899, -1.471], [-4.374, 4.138, 1.678], [-5.853, 4.196, 2.039], [-6.738, 3.427, 1.051], [-6.692, 4.000, -0.293], [-6.637, 4.441, -1.352], [-4.184, 4.603, 0.710], [-3.776, 4.667, 2.420], [-4.017, 3.108, 1.635], [-6.181, 5.236, 2.091], [-6.002, 3.767, 3.031], [-7.774, 3.432, 1.392], [-6.426, 2.383, 1.000]],
  "e_above_lowest_ev": 0.000,
  "charge": -1,
  "largest_force_ev_per_a": 1.1,
  "lumo_energy_ev": 1.7,
  "e_tot_ha": -2027.72358,
  "orbital_gap_ev": 6.14
}



# 2
{
  "formula": "C22H42Br14N5OS",
  "method": "wB97M-V/def2-TZVPD",
  "elements": ["C", "N", "N", "C", "S", "C", "C", "N", "C", "N", "C", "C", "C", "N", "O", "H", "H", "H", "H", "H", "H", "H", "H", "H", "H", "H", "H", "H", "H", "Br", "C", "C", "Br", "H", "H", "H", "H", "Br", "C", "C", "Br", "H", "H", "H", "H", "Br", "C", "C", "Br", "H", "H", "H", "H", "Br", "C", "C", "Br", "H", "H", "H", "H", "Br", "C", "C", "Br", "H", "H", "H", "H", "Br", "C", "C", "Br", "H", "H", "H", "H", "Br", "C", "C", "Br", "H", "H", "H", "H"],
  "coordinates": [[4.903, -0.439, -1.561], [3.567, -1.039, -1.340], [2.814, -0.415, -2.272], [3.586, 0.514, -3.006], [2.817, 1.563, -4.301], [3.149, 3.255, -3.636], [1.979, 3.794, -2.661], [1.349, 2.772, -1.762], [0.137, 2.267, -2.034], [-0.693, 1.725, -0.925], [-1.228, 0.331, -1.246], [-1.069, -0.118, -2.766], [-1.045, 1.061, -3.817], [-0.376, 2.313, -3.362], [4.960, 0.503, -2.579], [5.748, -0.804, -0.901], [4.128, 3.273, -3.047], [3.231, 3.985, -4.496], [1.184, 4.368, -3.243], [2.476, 4.559, -1.968], [1.839, 2.507, -0.898], [-1.423, 2.385, -0.638], [-2.313, 0.234, -0.966], [-0.604, -0.432, -0.583], [-1.961, -0.787, -3.022], [-0.154, -0.785, -2.868], [-0.442, 0.688, -4.717], [-2.090, 1.261, -4.226], [0.331, 2.603, -4.045], [5.727, 1.105, 3.171], [4.072, 1.854, 2.469], [3.421, 0.915, 1.489], [4.346, 0.979, -0.218], [4.320, 2.824, 2.038], [3.436, 2.001, 3.336], [2.402, 1.224, 1.274], [3.415, -0.125, 1.818], [-0.301, -0.098, 4.628], [-2.026, 0.051, 3.737], [-2.023, -0.645, 2.395], [-1.117, 0.387, 0.994], [-2.259, 1.114, 3.676], [-2.731, -0.433, 4.412], [-3.045, -0.756, 2.029], [-1.541, -1.622, 2.424], [-5.179, -0.315, 0.085], [-5.717, -1.984, -0.765], [-4.899, -3.140, -0.251], [-3.115, -3.150, -1.037], [-5.629, -1.837, -1.840], [-6.769, -2.110, -0.506], [-5.346, -4.089, -0.547], [-4.769, -3.127, 0.830], [0.585, 1.262, -7.519], [0.516, -0.610, -8.059], [-0.336, -1.422, -7.117], [0.611, -1.796, -5.454], [1.545, -0.961, -8.119], [0.082, -0.601, -9.059], [-0.556, -2.400, -7.545], [-1.269, -0.929, -6.848], [-5.448, -0.897, 4.134], [-5.788, 0.682, 5.225], [-6.077, 1.878, 4.356], [-4.445, 2.590, 3.562], [-4.923, 0.814, 5.872], [-6.656, 0.430, 5.835], [-6.488, 2.695, 4.949], [-6.756, 1.656, 3.533], [11.762, 0.646, 2.512], [9.946, 1.295, 2.789], [9.583, 1.302, 4.253], [9.182, -0.494, 4.892], [9.290, 0.669, 2.187], [9.943, 2.309, 2.388], [8.669, 1.874, 4.419], [10.373, 1.697, 4.890], [-5.568, -6.042, 1.820], [-5.087, -4.847, 3.284], [-5.352, -5.486, 4.624], [-7.252, -5.465, 5.053], [-5.640, -3.921, 3.133], [-4.021, -4.654, 3.154], [-4.874, -4.916, 5.422], [-5.025, -6.523, 4.677]],
  "charge": 1,
  "largest_force_ev_per_a": 9.4,
  "lumo_energy_ev": -2.9,
  "e_tot_ha": -37646.32744,
  "orbital_gap_ev": 7.05
}



# 3
{
  "formula": "C22H42Cl20FN3O6P",
  "method": "wB97M-V/def2-TZVPD",
  "elements": ["C", "C", "O", "O", "C", "C", "C", "C", "N", "P", "N", "O", "C", "C", "C", "N", "C", "C", "O", "F", "C", "O", "O", "H", "H", "H", "H", "H", "H", "H", "H", "H", "H", "H", "H", "H", "H", "H", "H", "H", "H", "H", "H", "H", "H", "C", "Cl", "Cl", "H", "H", "C", "Cl", "Cl", "H", "H", "C", "Cl", "Cl", "H", "H", "C", "Cl", "Cl", "H", "H", "C", "Cl", "Cl", "H", "H", "C", "Cl", "Cl", "H", "H", "C", "Cl", "Cl", "H", "H", "C", "Cl", "Cl", "H", "H", "C", "Cl", "Cl", "H", "H", "C", "Cl", "Cl", "H", "H"],
  "coordinates": [[-2.136, -4.909, -1.102], [-3.186, -4.601, -2.123], [-3.628, -5.453, -2.860], [-3.628, -3.316, -2.221], [-2.581, -2.465, -2.749], [-3.074, -1.040, -2.881], [-2.253, -0.260, -3.924], [-1.425, 0.904, -3.348], [-0.990, 0.717, -1.952], [-1.408, 2.198, -1.147], [-0.874, 2.058, 0.482], [-3.055, 2.066, -1.000], [0.421, 0.323, -1.810], [1.441, 1.434, -2.091], [2.865, 0.939, -1.910], [3.814, 2.046, -2.238], [0.683, -0.329, -0.392], [-0.481, -1.130, 0.093], [-1.542, -0.743, 0.480], [-0.273, -2.466, 0.072], [0.727, -0.825, -2.862], [1.197, -0.477, -3.979], [0.502, -2.007, -2.500], [-1.985, -5.981, -1.045], [-1.197, -4.453, -1.414], [-2.408, -4.560, -0.116], [-1.758, -2.465, -2.040], [-2.221, -2.843, -3.703], [-4.109, -1.111, -3.225], [-3.111, -0.579, -1.898], [-1.575, -0.960, -4.405], [-2.955, 0.164, -4.637], [-2.086, 1.779, -3.356], [-0.609, 1.173, -4.012], [-0.092, 2.710, 0.554], [-1.576, 2.386, 1.136], [-3.357, 1.222, -1.360], [1.389, 1.762, -3.125], [1.338, 2.322, -1.460], [3.039, 0.118, -2.598], [3.089, 0.691, -0.881], [4.739, 1.674, -2.044], [3.783, 2.164, -3.247], [1.533, -0.981, -0.509], [0.936, 0.463, 0.292], [3.841, -2.085, -4.878], [4.541, -0.570, -4.304], [4.909, -2.920, -6.026], [3.671, -2.731, -4.026], [2.900, -1.859, -5.366], [-5.819, 3.879, 1.688], [-4.528, 3.536, 2.845], [-6.996, 5.030, 2.338], [-5.371, 4.297, 0.796], [-6.328, 2.952, 1.457], [4.127, -1.519, 1.429], [5.204, -1.580, 2.836], [2.948, -0.214, 1.540], [4.729, -1.364, 0.539], [3.593, -2.459, 1.363], [0.325, 3.751, 3.339], [0.600, 5.248, 4.239], [1.550, 3.507, 2.088], [0.370, 2.918, 4.031], [-0.653, 3.802, 2.873], [5.671, -4.120, -9.848], [5.189, -2.431, -9.682], [6.734, -4.650, -8.536], [4.782, -4.738, -9.841], [6.202, -4.234, -10.785], [-0.366, 5.823, 8.274], [-0.707, 7.420, 7.593], [-1.128, 4.533, 7.345], [0.705, 5.664, 8.269], [-0.747, 5.789, 9.288], [6.426, 2.576, 0.940], [4.853, 2.503, 1.728], [7.029, 0.964, 0.516], [6.325, 3.154, 0.029], [7.134, 3.045, 1.611], [-4.392, -7.501, 0.736], [-4.103, -5.876, 1.367], [-3.008, -8.113, -0.174], [-4.585, -8.165, 1.570], [-5.248, -7.468, 0.073], [-0.165, 1.527, 9.112], [0.137, 2.951, 10.113], [1.041, 1.364, 7.832], [-0.136, 0.641, 9.733], [-1.136, 1.654, 8.652], [-4.423, 1.679, 5.933], [-3.108, 1.346, 7.069], [-5.584, 2.829, 6.600], [-3.993, 2.098, 5.032], [-4.937, 0.753, 5.707]],
  "charge": -1,
  "largest_force_ev_per_a": 1.4,
  "lumo_energy_ev": 1.8,
  "e_tot_ha": -11124.34106,
  "orbital_gap_ev": 6.82
}